Entry from the OMol25 dataset: a structure of composition C33H32AuN6O4S (ωB97M-V with the def2-TZVPD basis set).

Each line ends with the Löwdin charge.
Positions of all 77 atoms, in Å:
Au: -0.268727 -0.514816 2.057155  0.5750
C: -6.569683 -0.546407 1.071970  -0.0773
C: -5.852246 -1.334987 2.159214  -0.2319
N: -4.733811 -0.595995 2.726453  -0.1513
C: -4.956827 0.063195 4.002421  -0.2800
C: -4.655406 -0.843890 5.188309  -0.0882
C: -3.535640 -0.613891 2.074799  -0.7224
S: -2.252770 0.354733 2.782673  0.5239
N: -3.439058 -1.384863 1.037643  0.0820
C: -2.633692 -1.210386 -0.042010  -0.5151
O: -2.505941 -0.156676 -0.653763  0.0128
C: -2.004400 -2.473435 -0.568679  -0.1545
C: -1.406004 -2.455427 -1.821920  -0.0408
C: -0.793697 -3.593314 -2.321780  -0.1013
C: -0.757081 -4.754341 -1.562008  -0.1055
C: -1.345177 -4.775277 -0.304043  -0.0887
C: -1.972592 -3.639970 0.186980  -0.0354
H: -7.407916 -1.117706 0.666935  0.0670
H: -5.874839 -0.325206 0.262108  0.0709
H: -6.954079 0.397371 1.464792  0.0682
H: -5.478880 -2.273077 1.749592  0.1083
H: -6.535788 -1.572360 2.978128  0.1089
H: -6.002206 0.383379 4.020030  0.1119
H: -4.347391 0.961811 4.054607  0.0635
H: -5.252737 -1.757245 5.143150  0.0662
H: -4.875724 -0.337258 6.130388  0.0681
H: -3.600448 -1.117555 5.178852  0.0620
H: -1.411319 -1.529886 -2.380541  0.1140
H: -0.322444 -3.567656 -3.297385  0.0981
H: -0.260517 -5.638840 -1.943417  0.0918
H: -1.309319 -5.675823 0.296773  0.0939
H: -2.428940 -3.637062 1.168094  0.1052
N: 3.765009 4.397172 -3.119856  0.1695
C: 2.539439 3.818553 -3.244395  -0.5012
O: 1.903581 3.907232 -4.278509  0.0463
C: 2.025210 3.062969 -2.051492  -0.1519
C: 0.815554 2.397171 -2.176856  0.0117
C: 0.337960 1.655218 -1.104324  -0.1005
N: 0.992003 1.563387 0.050721  0.0736
C: 2.146220 2.206035 0.170460  -0.1350
C: 2.705137 2.967876 -0.843903  -0.0311
H: 4.126312 4.893107 -3.914496  0.1061
H: 4.329179 4.298913 -2.298633  0.0757
H: 0.270610 2.452714 -3.108793  0.1165
H: -0.593959 1.100661 -1.164674  0.0931
H: 2.662806 2.090609 1.118828  0.1120
H: 3.660897 3.442310 -0.664442  0.0973
O: 2.815057 -1.204366 3.434888  0.0219
C: 2.721425 -1.341998 2.232805  -0.5771
N: 3.785087 -1.645805 1.404389  0.1230
C: 3.409358 -1.732277 0.021294  -0.2605
C: 1.885116 -1.430865 0.156107  -0.4469
O: 1.132560 -1.387662 -0.797429  0.0309
N: 1.581758 -1.230556 1.456684  -0.0121
C: 4.077219 -0.665110 -0.856068  -0.1164
C: 5.198800 0.020954 -0.404361  -0.0306
C: 5.844230 0.946064 -1.215855  -0.0963
C: 5.366887 1.208599 -2.490083  -0.1161
C: 4.232017 0.546419 -2.939478  -0.0778
C: 3.595243 -0.384257 -2.133965  -0.0129
C: 3.655411 -3.120410 -0.578251  -0.1113
C: 4.660838 -3.933895 -0.067555  -0.0283
C: 4.923865 -5.177989 -0.623887  -0.0929
C: 4.175535 -5.633231 -1.697912  -0.1041
C: 3.161612 -4.833343 -2.205143  -0.0790
C: 2.904618 -3.586672 -1.655271  -0.0186
H: 4.701672 -1.764772 1.790357  0.1293
H: 5.574574 -0.152660 0.595049  0.1037
H: 6.722510 1.461171 -0.844982  0.0958
H: 5.866391 1.929128 -3.126245  0.0932
H: 3.830159 0.762701 -3.922137  0.1085
H: 2.696838 -0.873358 -2.480867  0.1087
H: 5.243726 -3.608715 0.783967  0.1031
H: 5.711537 -5.794347 -0.208237  0.0960
H: 4.373298 -6.606848 -2.128818  0.0942
H: 2.554601 -5.184918 -3.030737  0.0990
H: 2.087727 -2.986451 -2.029004  0.0919

Force components x, y, z for each atom (eV/Å):
Au 0.044 -0.104 -0.044
C -0.001 0.002 -0.005
C 0.000 -0.013 -0.010
N -0.013 -0.003 -0.028
C 0.018 -0.006 -0.001
C 0.002 -0.003 -0.002
C 0.087 0.011 0.052
S -0.069 0.067 0.048
N -0.063 -0.074 -0.007
C -0.089 0.009 -0.062
O 0.083 0.002 0.030
C 0.020 0.006 -0.012
C -0.025 -0.037 -0.019
C -0.014 0.025 -0.007
C -0.011 -0.010 0.020
C 0.018 -0.019 -0.018
C 0.018 0.054 0.026
H 0.000 -0.001 0.001
H -0.001 0.001 0.002
H -0.002 0.000 0.002
H -0.004 0.002 0.008
H -0.001 0.007 0.000
H -0.001 -0.002 0.000
H 0.002 0.006 -0.002
H -0.002 0.001 0.000
H 0.001 0.003 0.000
H -0.003 -0.002 0.000
H -0.003 0.019 0.004
H -0.002 -0.007 -0.012
H 0.001 -0.004 0.004
H 0.007 0.000 0.002
H -0.006 0.000 -0.001
N -0.029 0.059 0.021
C 0.022 -0.031 -0.013
O -0.010 0.010 0.003
C 0.017 0.022 -0.024
C -0.011 -0.039 -0.021
C -0.031 -0.042 0.017
N -0.013 0.118 0.051
C 0.016 -0.048 -0.045
C 0.027 -0.032 0.018
H 0.005 -0.010 -0.006
H 0.016 -0.041 -0.008
H 0.000 -0.002 0.004
H 0.000 0.018 0.004
H -0.015 0.027 0.013
H 0.000 0.012 -0.003
O 0.003 0.025 0.010
C 0.001 -0.054 -0.002
N -0.011 0.033 0.013
C 0.009 0.036 -0.010
C -0.023 -0.053 -0.015
O 0.028 0.059 0.027
N 0.007 0.052 -0.025
C 0.033 -0.019 0.041
C 0.004 0.010 0.000
C -0.005 0.005 -0.010
C 0.002 0.009 0.017
C -0.012 -0.003 -0.002
C 0.002 -0.001 0.005
C -0.045 -0.016 -0.027
C 0.022 0.006 -0.018
C 0.010 0.008 0.017
C -0.017 -0.003 -0.017
C 0.016 -0.015 0.005
C 0.000 0.001 0.024
H -0.002 -0.018 0.001
H -0.009 -0.003 0.001
H 0.002 -0.002 0.003
H 0.000 -0.003 -0.006
H 0.002 0.005 0.001
H -0.004 -0.019 -0.006
H 0.008 0.003 0.001
H 0.000 0.000 0.002
H 0.001 0.001 0.000
H -0.001 0.004 0.000
H -0.003 0.006 -0.009

Summary:
Energy = -2440.330856 a.u.
Charge = -1
Lowest unoccupied orbital energy = 2.44 eV
Max |F| = 0.00251 Eh/bohr
Molar mass = 805.7 g mol⁻¹